1.
DFT (ωB97M-V with the def2-TZVPD basis set) results for an isolated molecule of C7H9BO4S at a distorted geometry.

XYZ file:
```
22
C7H9BO4S (ωB97M-V with the def2-TZVPD basis set)
B -1.593 1.048 2.042
C 2.009 0.023 -1.895
C 0.787 -0.589 -2.081
C 2.543 0.533 -0.658
C -0.142 -0.855 -1.070
C -0.051 -0.675 0.248
C 2.082 0.391 0.583
C -1.565 -1.204 -1.598
O -1.986 -0.263 1.724
O 0.145 -1.181 2.663
O -0.515 1.403 2.757
O -2.449 2.022 1.682
S -0.824 -1.366 1.630
H 2.693 0.046 -2.727
H 0.593 -1.104 -3.055
H 3.512 1.189 -0.649
H 2.502 0.895 1.402
H -2.062 -0.271 -1.970
H -2.299 -1.756 -0.924
H -1.405 -1.835 -2.599
H 0.058 0.707 3.104
H -2.033 2.844 1.390
```

## Properties
Lowest unoccupied orbital energy = -0.017 Eh
2S+1 = 1
Strongest force on any atom = 5.2 eV Å⁻¹
Charge = 0

natural (NBO) population analysis, charges in e, atoms 1 to 4: 1.256 -0.149 -0.222 -0.354

2.
DFT (ωB97M-V with the def2-TZVPD basis set) results for an isolated molecule of C17H17NO3.

XYZ file:
```
38
C17H17NO3 (ωB97M-V with the def2-TZVPD basis set)
C -5.175 -1.905 -0.341
C -3.741 -1.402 -0.261
C -3.504 -0.604 1.021
O -2.154 -0.211 1.173
C -1.619 0.715 0.330
C -2.355 1.610 -0.440
C -1.712 2.544 -1.233
C -0.332 2.600 -1.272
C 0.407 1.710 -0.511
C -0.218 0.767 0.287
C 0.574 -0.229 1.100
N 1.733 -0.717 0.397
C 1.681 -1.773 -0.485
O 0.722 -2.443 -0.748
O 2.924 -1.956 -1.015
C 3.751 -1.012 -0.473
C 5.092 -0.802 -0.703
C 5.691 0.241 -0.007
C 4.969 1.032 0.875
C 3.618 0.820 1.105
C 3.016 -0.216 0.416
H 3.060 1.442 1.788
H 5.469 1.834 1.396
H 6.740 0.438 -0.159
H 5.644 -1.422 -1.389
H 0.904 0.215 2.044
H -0.069 -1.087 1.318
H 1.486 1.747 -0.546
H 0.169 3.327 -1.892
H -2.300 3.230 -1.824
H -3.433 1.589 -0.427
H -4.176 0.263 1.072
H -3.698 -1.234 1.894
H -3.517 -0.775 -1.126
H -3.045 -2.243 -0.278
H -5.326 -2.468 -1.258
H -5.876 -1.072 -0.331
H -5.402 -2.553 0.502
```

## Properties
Lowest unoccupied orbital energy = 0.030 Eh
2S+1 = 1
Strongest force on any atom = 0.9 eV Å⁻¹
Structure (SMILES) = CCCOc1ccccc1Cn1c(=O)oc2ccccc21
Charge = 0
Energy relative to the best compared isomer or geometry (same formula, charge and spin) = 17.7 kcal per mole

natural (NBO) population analysis, charges in e, atoms 1 to 4: -0.605 -0.430 -0.055 -0.504

3.
DFT (ωB97M-V with the def2-TZVPD basis set) results for a cluster of 2 separate species, C4H12NO2 in total at a distorted geometry.

XYZ file:
```
19
C4H12NO2 (ωB97M-V with the def2-TZVPD basis set)
O -1.100 -2.015 2.216
C 0.067 -1.831 2.033
C 0.512 -0.756 1.029
N -0.691 -0.516 0.123
C -1.204 0.883 -0.052
C 1.744 -1.174 0.240
H 0.864 -2.419 2.501
H 0.642 0.211 1.524
H -0.593 -1.001 -0.766
H -1.411 -1.029 0.677
H -1.568 1.234 0.897
H -2.077 0.800 -0.652
H -0.384 1.492 -0.403
H 1.648 -2.158 -0.220
H 2.625 -1.129 0.882
H 1.920 -0.474 -0.575
H -0.021 3.070 -3.830
H -0.342 3.782 -2.545
O -0.631 3.029 -3.079
```

## Properties
Lowest unoccupied orbital energy = -0.136 Eh
2S+1 = 1
Strongest force on any atom = 1.5 eV Å⁻¹
Charge = +1
Energy relative to the best compared isomer or geometry (same formula, charge and spin) = 36.9 kcal per mole

natural (NBO) population analysis, charges in e, atoms 1 to 4: -0.481 0.436 -0.152 -0.514

4.
DFT (ωB97M-V with the def2-TZVPD basis set) results for a cluster of 6 separate species, H14NO5 in total at a distorted geometry.

XYZ file:
```
20
H14NO5 (ωB97M-V with the def2-TZVPD basis set)
N -0.145 -0.109 0.764
H 0.175 -0.795 1.509
H -0.849 -0.686 0.207
H -0.428 0.891 0.873
H 0.790 -0.036 0.183
H 0.841 1.733 -3.310
H -0.524 2.105 -2.642
O 0.297 1.597 -2.438
H 1.605 -3.061 3.234
H 2.529 -2.498 2.153
O 1.603 -2.539 2.374
H -1.222 -1.248 -1.959
H -2.649 -1.552 -1.895
O -1.966 -1.091 -1.380
H 1.097 0.449 -1.642
H 2.545 -0.101 -1.747
O 1.757 -0.064 -1.136
H -2.541 2.308 1.924
H -1.397 2.596 2.810
O -1.562 2.180 1.949
```

## Properties
Lowest unoccupied orbital energy = -0.105 Eh
2S+1 = 1
Strongest force on any atom = 3.6 eV Å⁻¹
Charge = +1
Energy relative to the best compared isomer or geometry (same formula, charge and spin) = 31.3 kcal per mole

natural (NBO) population analysis, charges in e, atoms 1 to 4: -0.970 0.474 0.464 0.480